(1)
# C3H6N2S

A 2-piece molecular cluster, C3H6N2S overall in a non-equilibrium geometry (ωB97M-V with the def2-TZVPD basis set, the OMol25 dataset).

E_tot = -625.40342 a.u.
LUMO level = -0.1 eV
charge = 0

```
12
C3H6N2S (ωB97M-V with the def2-TZVPD basis set)
C 0.229 -0.313 -0.005
C -0.363 -0.420 1.495
C -0.641 1.780 0.207
N 1.108 0.492 -2.309
N -0.074 1.001 -0.610
S -1.118 1.174 1.758
H 1.298 -0.415 -0.078
H -0.210 -1.198 -0.538
H -1.114 -1.297 1.475
H 0.263 -0.644 2.247
H -0.900 2.755 -0.114
H 1.855 1.028 -1.850
```

(2)
# C3H6N2S

One molecule with the formula C3H6N2S in a non-equilibrium geometry (ωB97M-V with the def2-TZVPD basis set, the OMol25 dataset).

E_tot = -625.60764 a.u.
LUMO level = 0.8 eV
SMILES string = S=C1NCCN1
charge = 0

```
12
C3H6N2S (ωB97M-V with the def2-TZVPD basis set)
S -2.978 -0.035 0.056
C -1.343 -0.022 -0.126
N -0.438 -1.132 -0.347
C 0.846 -0.734 0.236
C 0.841 0.738 -0.033
N -0.563 1.108 -0.117
H -0.742 -2.081 -0.160
H 1.635 -1.175 -0.391
H 0.976 -0.910 1.310
H 1.404 0.837 -0.958
H 1.300 1.346 0.712
H -0.938 2.062 -0.180
```

(3)
# C3H6N2S2

One molecule with the formula C3H6N2S2 (ωB97M-V with the def2-TZVPD basis set, the OMol25 dataset).

E_tot = -1023.77912 a.u.
LUMO level = 0.6 eV
SMILES string = S/N=C1/NCCS1
charge = 0

```
13
C3H6N2S2 (ωB97M-V with the def2-TZVPD basis set)
S -0.345 -3.063 -1.690
N 0.629 -1.999 -0.837
C 0.247 -0.876 -0.395
N 1.077 -0.005 0.227
C 0.459 0.992 1.096
C -0.784 1.383 0.267
S -1.394 -0.167 -0.472
H -1.263 -2.306 -2.273
H 1.981 -0.344 0.435
H 1.156 1.832 1.166
H 0.286 0.617 2.136
H -0.484 2.078 -0.529
H -1.566 1.860 0.870
```

(4)
# C3H6N2S2

One molecule with the formula C3H6N2S2 in a non-equilibrium geometry (ωB97M-V with the def2-TZVPD basis set, the OMol25 dataset).

E_tot = -1023.71450 a.u.
LUMO level = -0.8 eV
SMILES string = CNN(C=S)C=S
charge = 0

```
13
C3H6N2S2 (ωB97M-V with the def2-TZVPD basis set)
C 0.454 -1.561 0.412
N 0.741 -0.180 0.889
N -0.016 0.720 -0.002
C -1.319 1.013 0.158
S -2.513 0.440 1.089
C 0.604 1.015 -1.180
S 2.132 0.768 -1.601
H 0.849 -1.596 -0.666
H -0.574 -1.719 0.236
H 0.863 -2.348 1.068
H 0.296 -0.038 1.852
H -1.481 1.822 -0.553
H -0.036 1.664 -1.701
```

(5)
# C3H6N2S3

One molecule with the formula C3H6N2S3 in a non-equilibrium geometry (ωB97M-V with the def2-TZVPD basis set, the OMol25 dataset).

E_tot = -1421.85402 a.u.
LUMO level = 0.0 eV
SMILES string = C[C@H]1SN/C(=N/S)S1
charge = 0

```
14
C3H6N2S3 (ωB97M-V with the def2-TZVPD basis set)
C 1.753 0.642 1.570
C 1.448 -0.178 0.238
S 0.771 -1.572 0.599
N -0.982 -1.190 0.158
C -1.076 -0.254 -0.812
N -2.090 0.092 -1.522
S -2.581 1.277 -2.590
S 0.347 0.796 -0.938
H 2.008 1.756 1.589
H 2.544 0.067 2.124
H 0.861 0.452 2.449
H 2.299 -0.300 -0.342
H -1.396 -2.169 0.077
H -3.905 0.580 -2.600
```

(6)
# C3H6N2S3

One molecule with the formula C3H6N2S3 in a non-equilibrium geometry (ωB97M-V with the def2-TZVPD basis set, the OMol25 dataset).

E_tot = -1421.88352 a.u.
LUMO level = -0.8 eV
SMILES string = CSC(=S)NC(N)=S
charge = 0

```
14
C3H6N2S3 (ωB97M-V with the def2-TZVPD basis set)
C -1.017 -2.746 0.545
S -1.647 -1.108 -0.050
C -0.086 -0.315 -0.117
S 1.366 -1.068 -0.441
N -0.352 1.085 -0.144
C 0.370 2.156 -0.391
N 1.682 1.984 -0.571
S -0.641 3.621 -0.332
H -0.883 -2.888 1.799
H -2.042 -3.208 0.401
H -0.171 -3.066 -0.212
H -1.380 1.296 -0.153
H 2.494 1.320 -0.267
H 2.307 2.937 -0.065
```

(7)
# C3H6N2S3

One molecule with the formula C3H6N2S3 in a non-equilibrium geometry (ωB97M-V with the def2-TZVPD basis set, the OMol25 dataset).

E_tot = -1421.88652 a.u.
LUMO level (spin up / spin down) = -0.1 / -0.1 eV
SMILES string = [S-][N+]1=CCN(S)[C@@H]1S
charge = 0

```
14
C3H6N2S3 (ωB97M-V with the def2-TZVPD basis set)
S -1.157 1.031 -2.511
N -0.306 0.446 -1.224
C 0.988 0.258 -1.164
C 1.512 -0.126 0.157
N 0.269 -0.269 0.885
S 0.254 0.210 2.485
C -0.873 0.145 0.083
S -2.049 -1.261 -0.082
H 1.546 0.463 -1.949
H 2.264 -0.977 0.274
H 2.028 0.741 0.623
H -0.161 -0.969 2.839
H -1.401 1.012 0.650
H -2.915 -0.703 -1.066
```

(8)
# C3H6N3

A 2-piece molecular cluster, C3H6N3 overall in a non-equilibrium geometry (ωB97M-V with the def2-TZVPD basis set, the OMol25 dataset).

E_tot = -281.69427 a.u.
LUMO level (spin up / spin down) = -6.7 / -6.4 eV
charge = +1

```
12
C3H6N3 (ωB97M-V with the def2-TZVPD basis set)
C -0.342 -0.458 1.250
C 1.535 0.510 0.363
C 0.236 1.143 -0.123
N 1.175 -0.441 1.153
N -0.763 0.525 0.403
N -1.341 -0.007 -2.968
H -0.770 -0.334 2.327
H -0.714 -1.392 0.927
H 2.607 0.844 0.357
H 1.832 -0.870 1.773
H -1.439 0.999 -3.070
H -2.017 -0.520 -2.393
```

(9)
# C3H6N3O

An isolated ion of composition C3H6N3O and charge +1 in a non-equilibrium geometry (ωB97M-V with the def2-TZVPD basis set, the OMol25 dataset).

E_tot = -357.09994 a.u.
LUMO level = -4.2 eV
SMILES string = O=CN1C[NH+]=CN1
charge = +1

```
13
C3H6N3O (ωB97M-V with the def2-TZVPD basis set)
O 2.571 0.478 0.082
C 1.921 -0.526 -0.004
N 0.536 -0.341 -0.063
C 0.087 1.019 -0.001
N -1.332 0.816 0.007
C -1.619 -0.481 0.038
N -0.520 -1.215 0.034
H 2.398 -1.413 -0.258
H 0.621 1.533 0.861
H 0.526 1.575 -1.000
H -2.010 1.613 0.058
H -2.645 -0.807 0.120
H -0.534 -2.250 0.127
```

(10)
# C3H6N3O

An isolated ion of composition C3H6N3O and charge +1 in a non-equilibrium geometry (ωB97M-V with the def2-TZVPD basis set, the OMol25 dataset).

E_tot = -357.04060 a.u.
LUMO level = -4.6 eV
SMILES string = N/C=[NH+]\CC#[N+][O-]
charge = +1

```
13
C3H6N3O (ωB97M-V with the def2-TZVPD basis set)
N 0.353 0.259 2.089
C -0.401 0.966 1.248
N -0.253 0.964 -0.108
C 0.461 0.081 -1.037
C -0.238 -1.153 -1.345
N -0.520 -2.080 -2.011
O -0.870 -3.026 -2.624
H 1.412 0.002 2.122
H 0.171 0.283 3.099
H -1.230 1.486 1.707
H -0.957 1.541 -0.433
H 1.564 -0.020 -0.686
H 0.507 0.695 -2.023
```

(11)
# C3H6N3O

C3H6N3O as an isolated structure in a non-equilibrium geometry (ωB97M-V with the def2-TZVPD basis set, the OMol25 dataset).

E_tot = -357.02788 a.u.
LUMO level = -7.1 eV
charge = +1

```
13
C3H6N3O (ωB97M-V with the def2-TZVPD basis set)
C 0.097 -1.396 0.012
C 1.286 0.190 1.639
C -1.061 0.064 -1.310
N -0.537 -1.277 -1.063
N 0.377 -0.326 0.813
N -0.269 0.960 -0.447
O 1.444 1.356 1.825
H 0.392 -2.377 0.316
H 1.775 -0.492 2.312
H -1.095 0.336 -2.389
H -2.112 0.013 -1.041
H 0.369 1.413 -0.998
H -0.665 1.534 0.333
```

(12)
# C3H6N3O2

A 2-piece molecular cluster, C3H6N3O2 overall in a non-equilibrium geometry (ωB97M-V with the def2-TZVPD basis set, the OMol25 dataset).

E_tot = -432.23644 a.u.
LUMO level = -5.9 eV
charge = +1

```
14
C3H6N3O2 (ωB97M-V with the def2-TZVPD basis set)
C 2.450 0.556 -0.367
C -0.521 0.575 0.425
C 0.343 -1.350 1.148
N 1.977 1.582 0.089
N -0.076 -0.715 0.138
N -1.017 1.191 -0.609
O 2.751 -0.472 -0.786
O 0.080 -1.078 -1.219
H 0.462 -2.386 1.073
H 0.511 -0.957 2.080
H 2.143 2.369 0.574
H -1.429 2.045 -0.739
H -1.017 0.707 -1.441
H 0.486 -1.972 -1.231
```

(13)
# C3H6N3O2S

An isolated ion of composition C3H6N3O2S and charge +1 in a non-equilibrium geometry (ωB97M-V with the def2-TZVPD basis set, the OMol25 dataset).

E_tot = -830.39117 a.u.
LUMO level (spin up / spin down) = -7.7 / -7.7 eV
charge = +1

```
15
C3H6N3O2S (ωB97M-V with the def2-TZVPD basis set)
C -1.256 0.261 -0.122
C 0.772 -1.218 0.151
C 1.359 -0.215 1.023
N -0.450 -0.775 -0.526
N -2.208 0.677 -0.992
N 1.654 1.075 0.466
O 2.486 1.726 1.113
O 1.049 1.332 -0.543
S -1.133 0.949 1.436
H 1.303 -1.544 -0.765
H 0.529 -2.249 0.664
H 1.802 -0.455 1.953
H -0.589 -1.050 -1.504
H -2.519 0.279 -1.891
H -2.798 1.208 -0.462
```

(14)
# C3H6N3O3

An isolated ion of composition C3H6N3O3 and charge +1 in a non-equilibrium geometry (ωB97M-V with the def2-TZVPD basis set, the OMol25 dataset).

E_tot = -507.42066 a.u.
LUMO level = -7.4 eV
charge = +1

```
15
C3H6N3O3 (ωB97M-V with the def2-TZVPD basis set)
C 0.631 -0.111 0.975
C -0.736 0.469 0.535
C -1.340 -0.561 -1.465
N 1.352 -0.600 0.089
N 1.031 0.295 2.197
N -0.226 -0.026 -2.213
O 0.321 -0.769 -2.979
O -0.030 1.175 -2.156
O -1.594 -0.357 -0.262
H -1.377 0.527 1.514
H -0.621 1.402 0.025
H -2.058 -1.269 -1.958
H 2.378 -0.611 0.390
H 0.375 0.489 2.950
H 1.893 -0.053 2.358
```

(15)
# C3H6N3P

A 2-piece molecular cluster, C3H6N3P overall in a non-equilibrium geometry (ωB97M-V with the def2-TZVPD basis set, the OMol25 dataset).

E_tot = -623.41618 a.u.
LUMO level (spin up / spin down) = -1.0 / -1.5 eV
charge = 0

```
13
C3H6N3P (ωB97M-V with the def2-TZVPD basis set)
C 1.849 -0.806 -0.214
C -0.046 -1.635 -0.615
C 0.773 0.142 0.077
N 1.253 -1.933 -0.529
N -0.362 -0.409 -0.218
N 0.831 1.419 0.586
P -3.469 1.055 0.183
H 2.897 -0.837 0.115
H -0.743 -2.361 -0.986
H 1.781 1.852 0.487
H 0.030 2.031 0.756
H -2.439 0.377 -0.710
H -2.354 1.105 1.068
```

(16)
# C3H6N4

One molecule with the formula C3H6N4 in a non-equilibrium geometry (ωB97M-V with the def2-TZVPD basis set, the OMol25 dataset).

E_tot = -336.88715 a.u.
LUMO level = 0.4 eV
SMILES string = [H]/N=C\N=C(\N)N=C
charge = 0

```
13
C3H6N4 (ωB97M-V with the def2-TZVPD basis set)
H 0.661 -2.048 0.252
N 1.139 -1.777 1.119
C 0.552 -0.729 1.571
N -0.712 -0.284 1.121
C -0.750 0.130 -0.098
N -1.880 0.641 -0.647
N 0.346 -0.058 -0.893
C 1.181 0.910 -1.021
H 0.908 -0.251 2.496
H -1.944 0.472 -1.643
H -2.704 0.364 -0.128
H 1.275 1.742 -0.303
H 1.929 0.890 -1.826
```

(17)
# C3H6N4

One molecule with the formula C3H6N4 in a non-equilibrium geometry (ωB97M-V with the def2-TZVPD basis set, the OMol25 dataset).

E_tot = -336.75335 a.u.
LUMO level = 1.0 eV
SMILES string = NN=c1[nH]cc[nH]1
charge = 0

```
13
C3H6N4 (ωB97M-V with the def2-TZVPD basis set)
N 0.962 2.021 -0.761
N 1.434 0.545 -0.960
C 0.222 -0.238 -0.755
N -0.962 0.267 -0.208
C -1.317 -0.626 1.087
C -0.631 -1.689 0.885
N 0.200 -1.523 -0.385
H 1.847 2.351 -0.043
H 1.327 2.566 -1.622
H -0.885 1.324 -0.075
H -2.340 -0.420 1.440
H -1.042 -2.552 1.635
H 1.185 -2.027 -0.238
```

(18)
# C3H6N4

One molecule with the formula C3H6N4 in a non-equilibrium geometry (ωB97M-V with the def2-TZVPD basis set, the OMol25 dataset).

E_tot = -336.93553 a.u.
LUMO level = 1.0 eV
SMILES string = CNc1nc[nH]n1
charge = 0

```
13
C3H6N4 (ωB97M-V with the def2-TZVPD basis set)
C 2.152 0.278 -0.005
N 1.136 -0.747 -0.166
C -0.172 -0.356 -0.097
N -1.183 -1.270 -0.076
C -2.267 -0.502 -0.019
N -1.908 0.782 -0.036
N -0.551 0.909 -0.076
H 2.044 0.869 0.929
H 2.118 1.037 -0.813
H 3.143 -0.168 -0.020
H 1.282 -1.616 0.376
H -3.316 -0.805 0.097
H -2.477 1.589 -0.093
```

(19)
# C3H6N4

A 2-piece molecular cluster, C3H6N4 overall in a non-equilibrium geometry (ωB97M-V with the def2-TZVPD basis set, the OMol25 dataset).

E_tot = -336.84762 a.u.
LUMO level = 0.9 eV
charge = 0

```
13
C3H6N4 (ωB97M-V with the def2-TZVPD basis set)
C -0.587 0.411 0.686
C -0.048 0.499 -1.891
N -1.695 -0.103 -0.001
C 1.570 -0.438 0.844
N 0.340 -0.602 1.039
N -0.709 1.527 1.300
N 0.484 -0.363 -2.487
H -2.541 0.437 0.092
H -1.775 -1.103 -0.059
H 0.117 1.797 1.827
H 0.593 -1.292 -2.852
H 2.004 0.466 0.405
H 2.248 -1.236 1.097
```